Molecular formula: C24H36O18
Method: DFT, ωB97M-V/def2-TZVPD

Geometry (Å):
C (-15.995, 8.960, -5.056)
C (-15.046, 10.019, -5.683)
C (-15.137, 10.134, -7.165)
O (-14.848, 11.551, -7.296)
C (-15.422, 12.164, -6.226)
O (-15.497, 13.349, -6.034)
O (-15.645, 11.279, -5.267)
H (-16.653, 8.567, -5.842)
H (-16.724, 9.490, -4.301)
H (-15.558, 8.188, -4.396)
H (-14.042, 10.016, -5.297)
H (-16.121, 9.859, -7.621)
H (-14.245, 9.598, -7.581)
C (-22.479, 9.799, -6.253)
C (-21.278, 10.595, -5.802)
C (-20.573, 9.976, -4.591)
O (-19.389, 9.399, -5.184)
C (-19.186, 9.902, -6.396)
O (-18.232, 9.825, -7.089)
O (-20.289, 10.540, -6.873)
H (-23.207, 9.726, -5.470)
H (-22.117, 8.792, -6.519)
H (-22.977, 10.092, -7.177)
H (-21.474, 11.686, -5.616)
H (-21.080, 9.158, -4.126)
H (-20.165, 10.722, -3.860)
C (-17.694, 15.697, -6.288)
C (-18.748, 14.694, -5.719)
C (-18.784, 13.333, -6.494)
O (-18.776, 12.356, -5.437)
C (-18.544, 12.907, -4.245)
O (-18.469, 12.305, -3.236)
O (-18.490, 14.269, -4.388)
H (-18.092, 16.077, -7.211)
H (-16.722, 15.161, -6.348)
H (-17.582, 16.517, -5.582)
H (-19.707, 15.211, -5.769)
H (-17.924, 13.147, -7.150)
H (-19.684, 13.137, -7.093)
C (-13.385, 15.213, -3.814)
C (-14.195, 14.445, -2.757)
C (-14.615, 13.007, -3.170)
O (-14.187, 12.244, -2.066)
C (-13.436, 12.990, -1.167)
O (-13.029, 12.556, -0.144)
O (-13.397, 14.282, -1.574)
H (-13.966, 15.284, -4.673)
H (-12.488, 14.784, -4.105)
H (-13.063, 16.182, -3.395)
H (-15.013, 15.065, -2.329)
H (-13.974, 12.750, -4.025)
H (-15.662, 12.908, -3.393)
C (-17.733, 9.259, -1.437)
C (-18.967, 9.201, -0.515)
C (-19.553, 10.543, -0.074)
O (-21.047, 10.322, 0.031)
C (-21.337, 9.229, -0.632)
O (-22.389, 8.784, -0.923)
O (-20.149, 8.714, -1.226)
H (-16.864, 9.515, -0.766)
H (-17.768, 10.006, -2.260)
H (-17.521, 8.396, -1.994)
H (-18.689, 8.563, 0.373)
H (-19.364, 11.329, -0.809)
H (-19.136, 10.853, 0.856)
C (-13.989, 15.528, -7.937)
C (-14.525, 15.477, -9.328)
C (-14.501, 14.075, -9.934)
O (-15.855, 13.583, -9.874)
C (-16.679, 14.592, -9.526)
O (-17.849, 14.590, -9.372)
O (-15.969, 15.743, -9.412)
H (-14.502, 14.880, -7.240)
H (-14.076, 16.550, -7.540)
H (-12.923, 15.323, -8.059)
H (-14.041, 16.181, -9.943)
H (-13.751, 13.405, -9.492)
H (-14.242, 14.115, -10.951)

Cartesian forces (eV/Å) of the 6 atoms listed first:
-1.11 0.68 1.58
-2.76 -1.07 1.75
1.60 -0.45 -0.76
-1.09 0.69 -0.42
1.74 -0.02 0.54
-0.48 -0.12 -0.77

Computed properties:
- SMILES string = C[C@H]1COC(=O)O1.C[C@H]1COC(=O)O1.C[C@H]1COC(=O)O1.C[C@H]1COC(=O)O1.C[C@H]1COC(=O)O1.C[C@H]1COC(=O)O1
- F_max (Eh/bohr) = 0.06695
- calculated total energy (hartree) = -2290.4949
- E_HOMO (eV) = -10.85
- energy relative to the best compared isomer or geometry (same formula, charge and spin) (kcal/mol) = 41.2
- orbital gap (eV) = 11.29